[1]
C12H50O19 | the ωB97M-V functional and the def2-TZVPD basis

```
81
Properties=species:S:1:pos:R:3:mulliken_charge:R:1
C 0.4427 1.1202 3.6999 -0.76
C 1.3391 1.7484 2.5465 0.15
O 0.6014 2.5475 1.7104 -0.49
O -0.0228 -0.1102 3.2589 -0.51
H -0.3666 1.7453 4.0772 0.32
H 1.0712 1.0757 4.5893 0.32
H 1.8194 0.8892 2.0782 -0.22
H 2.1604 2.4134 2.8135 0.54
H 1.2040 3.0600 1.1664 0.31
H -0.5959 -0.0110 2.4952 0.18
C -0.8506 -4.0652 1.2216 -0.14
C -2.1068 -4.9598 1.1208 -0.67
O -1.8019 -6.1069 0.3322 -0.56
O -0.4675 -3.5326 0.0019 -0.41
H -0.0199 -4.6711 1.5832 0.47
H -0.8378 -3.3052 2.0028 0.16
H -2.9459 -4.3975 0.7110 0.24
H -2.4383 -5.2591 2.1152 0.39
H -1.4565 -5.6970 -0.4642 0.38
H 0.4581 -3.3220 0.1450 0.19
C -0.9125 -0.0557 -0.7443 0.21
C 0.5774 0.3209 -1.0169 -0.85
O 1.3779 -0.6140 -0.3740 -0.55
O -0.9976 -0.5162 0.6150 0.90
H -1.2172 -0.8976 -1.3660 -0.23
H -1.4976 0.8313 -0.9871 0.31
H 0.9563 1.2202 -0.5313 -0.01
H 0.8998 0.3474 -2.0578 0.58
H 1.1058 -0.5260 0.5424 0.05
H -1.9354 -0.5803 0.8102 -0.16
C 3.9304 -2.7878 -0.0668 -0.37
C 4.2195 -2.2813 1.2886 0.10
O 5.6230 -2.2024 1.3359 -0.54
O 2.5729 -2.8788 -0.2610 -0.53
H 4.5079 -3.7121 -0.0817 0.36
H 4.3686 -2.0219 -0.7067 0.20
H 3.8225 -2.9106 2.0851 0.29
H 3.7437 -1.3028 1.3554 -0.22
H 5.8123 -1.2738 1.1829 0.33
H 2.1510 -2.0182 -0.3158 0.60
C 4.8036 1.6742 -4.5516 -0.32
C 3.7033 2.6553 -4.0964 -0.64
O 2.7353 1.9251 -3.2333 -0.38
O 5.6013 1.2857 -3.4753 -0.55
H 5.4716 2.1986 -5.2349 0.39
H 4.3103 0.9355 -5.1834 0.22
H 3.1969 3.1356 -4.9337 0.36
H 4.2150 3.4384 -3.5369 0.25
H 3.0085 1.8926 -2.3135 0.31
H 5.0120 1.1131 -2.7374 0.38
C -4.4408 2.0325 1.0017 -0.25
C -4.6932 3.4612 1.5321 -0.59
O -5.9440 3.9951 1.1233 -0.54
O -4.6608 1.9390 -0.4154 -0.54
H -5.1367 1.2543 1.3151 0.34
H -3.4687 1.6606 1.3253 0.23
H -3.8632 4.1566 1.4070 0.37
H -4.7381 3.4055 2.6198 0.36
H -6.0831 4.8787 1.4718 0.30
H -5.4208 2.4831 -0.6344 0.25
O -2.9588 -1.3805 3.7064 -0.65
H -2.9879 -2.2421 4.1225 0.32
H -2.0797 -1.3244 3.3320 0.29
O -2.8581 -2.8293 -1.5380 -0.71
H -2.2972 -3.0466 -0.7934 0.29
H -2.5513 -1.9698 -1.8268 0.33
O -3.8618 0.0792 -2.5044 -0.74
H -4.3179 0.7244 -1.9641 0.36
H -4.1304 -0.7668 -2.1462 0.32
O -2.4289 2.3368 -3.4030 -0.61
H -2.8384 3.1344 -3.0677 0.29
H -2.9939 1.6287 -3.0939 0.40
O 4.3307 0.8776 -1.1797 -0.64
H 3.6725 0.1902 -1.0780 0.32
H 4.4042 1.2700 -0.3097 0.23
O 2.7010 3.2847 -0.0939 -0.61
H 3.0113 4.0490 0.3917 0.28
H 2.0468 3.6341 -0.6990 0.31
O -3.5515 -0.8942 0.8244 -0.48
H -3.9965 -1.1672 1.6267 0.28
H -4.2166 -0.4116 0.3334 0.13
```

Values from the calculation:
ΔE to the lowest compared entry with this formula, charge and spin, eV: 2.4720
Charge: 0
Orbital gap, eV: 9.34

=====

[2]
C5H11N | the ωB97M-V functional and the def2-TZVPD basis

```
17
Properties=species:S:1:pos:R:3:mulliken_charge:R:1
C -2.5607 -1.0130 0.8869 -1.09
C -1.5031 -0.4128 -0.0943 0.01
C -0.5989 0.3910 0.4228 -0.40
C 0.5785 1.1354 -0.2678 -0.64
C 1.5128 -0.0510 -0.6894 -0.45
N 2.9233 0.1179 -0.3650 -0.64
H -3.4751 -1.2745 0.3457 0.34
H -2.1295 -1.9912 1.2158 0.24
H -2.8122 -0.2612 1.6276 0.33
H -1.5592 -1.0842 -0.9515 0.32
H -0.4657 0.8139 1.4345 0.25
H 1.0261 1.9678 0.3004 0.45
H 0.1205 1.5804 -1.1730 0.21
H 1.1822 -0.9422 -0.1507 0.27
H 1.1888 -0.3312 -1.7113 0.29
H 3.5799 0.4301 -1.0788 0.25
H 2.9924 0.9248 0.2482 0.26
```

Values from the calculation:
ΔE to the lowest compared entry with this formula, charge and spin, eV: 2.3307
Charge: 0
Orbital gap, eV: 10.21

=====

[3]
C11H28AsF6N4O5Tl | the ωB97M-V functional and the def2-TZVPD basis

```
56
Properties=species:S:1:pos:R:3:mulliken_charge:R:1
Tl 28.2808 5.7548 -24.7060 1.00
As 33.5729 1.2542 -22.7558 2.01
F 32.0710 2.2753 -22.9658 -0.51
F 32.9334 -0.0025 -23.8808 -0.47
F 34.9983 0.1760 -22.6037 -0.43
F 34.2132 2.5144 -21.6916 -0.45
F 32.7667 0.4000 -21.3048 -0.46
F 34.3527 2.0825 -24.1618 -0.46
C 28.9770 -0.0158 -28.8790 -1.11
C 28.1859 0.0169 -27.6210 0.42
C 28.0228 -1.3489 -26.9434 -1.31
O 28.9058 0.8594 -26.7628 -0.39
H 29.8941 -0.5946 -28.7693 0.34
H 29.1094 0.9670 -29.3315 0.32
H 28.3605 -0.5532 -29.5995 0.35
H 27.2002 0.4416 -27.8110 0.27
H 28.9538 -1.9144 -26.9821 0.38
H 27.3629 -1.9098 -27.6052 0.36
H 27.5461 -1.5000 -25.9748 0.37
H 29.5583 0.2975 -26.3383 0.41
O 30.3974 6.0627 -19.6585 -0.44
C 30.9108 6.4124 -18.6508 0.76
N 31.9494 5.6974 -18.1104 -0.33
C 30.5956 7.6356 -17.8700 -1.00
H 32.3742 5.9235 -17.2224 0.22
H 32.2285 4.8522 -18.5879 0.26
H 29.8362 8.2147 -18.3954 0.29
H 31.5011 8.2375 -17.7931 0.34
H 30.2240 7.3490 -16.8862 0.33
O 24.3241 9.1692 -26.2182 -0.54
C 23.4462 9.9508 -26.5477 0.63
N 23.4758 11.2539 -26.3209 -0.35
C 22.0429 9.4359 -27.0139 -0.83
H 24.3120 11.5969 -25.8702 0.24
H 22.9233 11.9798 -26.7544 0.23
H 22.2163 9.1192 -28.0423 0.26
H 21.2602 10.1934 -26.9740 0.32
H 21.7115 8.6265 -26.3634 0.28
O 31.9964 5.0524 -28.7028 -0.46
C 32.9303 4.9345 -29.4625 0.76
N 33.9607 4.1565 -29.1185 -0.34
C 32.8362 5.5458 -30.8036 -0.93
H 33.8683 3.6457 -28.2521 0.24
H 34.7823 4.0458 -29.6954 0.22
H 31.8358 5.7056 -31.2059 0.28
H 33.4848 5.1406 -31.5803 0.34
H 33.2986 6.5162 -30.6236 0.30
O 26.3381 5.4126 -29.8792 -0.52
C 25.8578 5.4874 -31.0120 0.68
N 25.5110 6.6837 -31.5353 -0.37
C 25.6681 4.2376 -31.8527 -0.90
H 25.9416 7.4869 -31.0999 0.24
H 25.0973 6.7773 -32.4519 0.23
H 25.7968 3.3690 -31.2069 0.25
H 26.4839 4.2816 -32.5743 0.29
H 24.6740 4.1116 -32.2816 0.36
```

Values from the calculation:
Charge: +2
Orbital gap, eV: 1.39

=====

[4]
C3H15NO4 | the ωB97M-V functional and the def2-TZVPD basis

```
23
Properties=species:S:1:pos:R:3:mulliken_charge:R:1
N 0.9385 -0.6335 -2.1836 -0.68
C -2.5952 -1.4608 -0.3448 -0.36
C -2.0713 0.0639 1.6222 -0.27
C -1.7828 -0.8706 0.6931 0.02
H 1.1729 -0.4922 -3.1748 0.22
H 0.2257 0.0679 -2.0106 0.27
H -3.6324 -1.2478 -0.4667 0.34
H -2.1822 -2.3664 -0.7643 0.30
H -1.4337 0.3428 2.4805 0.35
H -3.0662 0.5926 1.6450 0.21
H -0.8045 -1.3781 0.6160 0.18
H 1.6257 1.2534 -0.0166 0.44
H 0.3749 1.3783 1.2134 0.27
O 0.6388 1.5495 0.2657 -0.77
H -2.0856 0.4121 -1.0997 0.27
H -0.8457 1.2560 -0.5967 0.37
O -1.4958 1.1847 -1.3219 -0.60
H 2.3076 -1.6240 1.6763 0.27
H 2.4750 -0.1918 1.1143 0.42
O 2.0364 -0.7108 1.8319 -0.72
H 3.6254 0.9194 0.1261 0.21
H 1.7615 -0.5746 -1.5794 0.34
O 2.8966 0.4381 -0.2383 -1.08
```

Values from the calculation:
ΔE to the lowest compared entry with this formula, charge and spin, eV: 6.7059
Charge: 0
Orbital gap, eV: 3.08

=====

[5]
C42H42BrCrNO2SSb2Si | the ωB97M-V functional and the def2-TZVPD basis

```
93
Properties=species:S:1:pos:R:3:mulliken_charge:R:1
Cr -0.5019 -0.2415 -0.4367 0.40
C 2.4836 1.4962 1.4504 -1.24
C 1.9633 2.8392 1.0724 -0.85
C 1.0459 2.8660 -0.2027 -1.38
Sb -1.1466 2.7863 0.1455 0.36
C -1.1986 4.1588 1.7429 0.30
C -0.4997 5.3290 1.5677 0.06
C -0.4308 6.2954 2.5435 -0.72
C -1.0810 6.0576 3.7475 -0.47
C -1.7623 4.8655 4.0065 -0.64
C -1.8832 3.9689 2.9830 -0.47
C -1.6796 4.2293 -1.3808 0.50
C -0.8576 4.6555 -2.4031 -0.13
C -1.2337 5.7072 -3.2205 -0.61
C -2.3596 6.4238 -3.0260 -0.61
C -3.1769 6.0364 -1.9890 -0.53
C -2.8841 4.9406 -1.1487 -0.67
Sb 1.0902 0.0102 1.9456 1.14
C 2.4013 -1.6661 2.2577 0.26
C 1.7759 -2.7333 2.9795 -0.53
C 2.4518 -3.9305 3.2579 -0.84
C 3.6793 -4.0620 2.5849 -0.38
C 4.2838 -3.0666 1.8309 -0.70
C 3.6384 -1.8426 1.6621 -0.21
C 0.5681 0.4996 4.0059 0.17
C -0.6486 0.8779 4.4865 -0.19
C -0.8491 1.1381 5.8362 -0.67
C 0.2353 1.1767 6.6977 -0.40
C 1.4857 0.8014 6.2604 -0.65
C 1.6511 0.4175 4.9736 -0.43
H 3.1738 1.5362 2.2679 0.75
H 3.1142 1.1287 0.6317 0.41
H 2.8412 3.3701 0.7516 0.42
H 1.5287 3.3482 1.9367 0.26
H 1.2993 2.1920 -0.9843 0.67
H 1.1049 3.8951 -0.6271 0.60
H 0.0890 5.5269 0.6214 0.16
H 0.0548 7.2688 2.3939 0.41
H -0.9675 6.7504 4.5456 0.39
H -2.2102 4.5818 4.9346 0.44
H -2.3761 2.9701 3.1625 0.28
H 0.0582 4.1143 -2.5964 0.32
H -0.5777 5.9775 -4.0177 0.40
H -2.5821 7.3090 -3.5884 0.42
H -4.1279 6.4972 -1.7879 0.38
H -3.4950 4.6147 -0.3183 0.39
H 0.7984 -2.4975 3.4450 0.32
H 1.9647 -4.7490 3.8184 0.39
H 4.1384 -5.0141 2.7135 0.42
H 5.3251 -3.2311 1.4564 0.38
H 4.1112 -1.0492 1.1504 0.52
H -1.4648 0.9200 3.7434 0.29
H -1.8572 1.4236 6.1052 0.43
H 0.1024 1.4926 7.7139 0.41
H 2.3683 0.9158 6.9050 0.38
H 2.6055 0.0662 4.7060 0.40
C 1.7807 -4.3782 -2.8437 -0.64
Si 0.4914 -5.2713 -1.7479 0.45
C 1.4264 -5.6163 -0.1112 -0.38
C -0.0783 -6.8553 -2.5375 -1.10
C -0.9728 -4.0321 -1.4577 0.10
C -2.2630 -4.2855 -1.8952 -0.22
C -3.2422 -3.2534 -1.8913 -0.90
C -2.9071 -2.0096 -1.4537 -0.59
N -1.6512 -1.7612 -0.9521 0.48
C -0.7376 -2.7837 -1.0220 0.30
S 0.8195 -2.0902 -0.6047 -0.12
H 2.3123 -5.0475 -3.5160 0.49
H 2.5274 -3.9435 -2.1788 0.26
H 1.2737 -3.5633 -3.3765 -0.13
H 2.3488 -6.0751 -0.4551 0.33
H 0.8610 -6.3540 0.5524 0.31
H 1.6576 -4.7299 0.3742 -0.31
H 0.8756 -7.3163 -2.7250 0.36
H -0.5834 -6.7810 -3.5315 0.31
H -0.7005 -7.4061 -1.7683 0.30
H -2.4665 -5.1840 -2.4161 0.52
H -4.2194 -3.4373 -2.3283 0.43
H -3.6913 -1.2519 -1.4844 0.48
Br 1.7220 -0.2810 -3.6372 -0.05
C 0.1433 -0.9835 -4.3807 0.53
C 0.2474 -1.9664 -5.3186 -0.69
C -0.9097 -2.6275 -5.7868 -0.65
C -2.1580 -2.2057 -5.3753 -0.91
C -2.2561 -1.1509 -4.4691 -0.41
C -1.1019 -0.5561 -3.9836 0.61
C -1.3592 0.6735 -3.1214 -0.13
O -2.1081 1.4766 -3.5224 -0.51
O -0.6568 0.7082 -1.9941 0.03
H 1.1501 -2.2501 -5.8166 0.49
H -0.8479 -3.4164 -6.5193 0.48
H -3.0356 -2.5095 -5.9321 0.45
H -3.2710 -0.8770 -4.0859 0.47
```

Values from the calculation:
ΔE to the lowest compared entry with this formula, charge and spin, eV: 1.6344
Charge: +1
2S+1: 4
Orbital gap (alpha / beta), eV: 6.80 / 7.54
<S²>: 3.851